(1)
60
Properties=species:S:1:pos:R:3:mulliken_charge:R:1 method="wB97M-V/def2-TZVPD" charge=-1 relative_energy_kj_mol=2098.0 lumo_ha="0.080 / 0.080" orbital_gap_ev="5.699 / 5.700"
Pt 1.3301 -0.4400 0.0607 0.37
C 4.4245 -0.2315 1.3740 -1.54
P 3.4862 -0.3519 -0.1979 0.96
C 4.5235 0.6944 -1.2886 -1.41
C 4.0015 -2.0300 -0.7757 -1.21
C 3.2999 -3.1283 0.0232 -1.22
P 1.4641 -2.8727 0.1595 0.74
C 1.0034 -3.2633 -1.5825 -1.35
C 1.0717 -4.5224 0.9156 -1.40
H 5.4692 -0.5306 1.2536 0.41
H 3.9391 -0.8665 2.1143 0.37
H 4.3775 0.7964 1.7356 0.40
H 5.5857 0.4615 -1.1736 0.43
H 4.3519 1.7415 -1.0390 0.36
H 4.2221 0.5378 -2.3246 0.36
H 5.0902 -2.1362 -0.7139 0.54
H 3.7214 -2.0986 -1.8307 0.34
H 3.7022 -3.1594 1.0408 0.39
H 3.4818 -4.1073 -0.4321 0.52
H 1.5754 -4.1125 -1.9703 0.48
H 1.1845 -2.3801 -2.1938 0.28
H -0.0591 -3.4910 -1.6320 0.35
H 1.3432 -5.3493 0.2533 0.37
H 0.0036 -4.5694 1.1294 0.33
H 1.6120 -4.6216 1.8585 0.38
C 0.7288 2.3169 -1.3649 -1.30
Si -0.2483 1.8257 0.1639 0.89
C 0.8031 1.8860 1.7325 -1.51
C -1.9148 2.6921 0.2070 -0.19
C -2.6802 4.2724 0.1933 0.70
C -4.1148 3.7663 0.4096 -0.99
C -5.0647 2.3259 2.1474 -0.82
C -4.5557 1.4159 -0.0633 -0.57
C -3.6169 1.0150 -1.1337 -0.56
Si -2.5154 -0.3628 -0.4603 0.90
C -2.1312 -1.5994 -1.8224 -1.29
C -3.1801 -1.3029 1.0046 -1.06
H 0.1615 3.0426 -1.9531 0.41
H 0.9227 1.4506 -1.9951 0.36
H 1.6845 2.7605 -1.0780 0.26
H 0.3072 2.4048 2.5498 0.49
H 1.7386 2.4034 1.5083 0.33
H 1.0427 0.8742 2.0826 0.52
H -2.4991 4.8853 -0.6838 0.50
H -4.8581 4.4680 0.0699 0.40
H -5.7343 2.2135 2.9602 0.51
H -5.4429 0.8050 -0.1711 0.54
H -2.9911 -1.7372 -2.4785 0.51
H -1.8874 -2.5688 -1.3790 0.15
H -1.2767 -1.2767 -2.4198 0.30
H -4.1792 -1.6755 0.7566 0.38
H -3.2720 -0.6806 1.8953 0.25
H -2.5414 -2.1569 1.2408 0.27
Cl -4.1604 2.3991 1.0091 0.24
C -2.7791 2.1527 1.3498 -0.37
Cl -2.2031 5.2092 1.6639 -0.29
Cl -2.0998 1.7144 2.8346 -0.16
C -2.5697 2.1753 -1.2274 0.29
O -2.1470 2.6607 -2.2457 -0.71
O -0.9310 0.2564 -0.0665 -0.62

(2)
66
Properties=species:S:1:pos:R:3:mulliken_charge:R:1 method="wB97M-V/def2-TZVPD" smiles="CCOC(=O)OC.CCOC(=O)OC.O=C1OCCO1.O=C1OCCO1.ClCCCl.ClCCCl" lumo_ha=0.001 orbital_gap_ev=10.184
C -5.2147 -5.0171 -0.0078 -1.09
C -5.4090 -4.5697 -1.4404 -0.29
O -4.6754 -3.3763 -1.6308 -0.29
C -5.1867 -2.2073 -1.4387 0.65
O -6.4248 -1.9455 -1.3619 -0.62
O -4.2714 -1.2622 -1.7639 -0.11
C -4.6437 0.1114 -1.6333 -0.81
H -6.0537 -4.5171 0.4762 0.32
H -4.2630 -4.7717 0.4633 0.27
H -5.4751 -6.0678 0.1201 0.36
H -6.4792 -4.4137 -1.5764 0.31
H -5.1322 -5.2878 -2.2123 0.35
H -4.9265 0.4526 -0.6375 0.34
H -5.5725 0.3044 -2.1702 0.34
H -3.8533 0.7720 -1.9897 0.26
C 3.6109 2.7396 2.0062 -0.60
C 4.3676 1.9333 0.9104 -0.21
O 5.6555 1.5279 1.0186 -0.38
C 6.0616 0.6232 1.9812 0.69
O 5.3798 -0.0224 2.7700 -0.57
O 7.4212 0.8312 2.0205 -0.32
C 8.1225 0.2638 3.1570 -0.67
H 3.7301 2.3051 2.9987 0.34
H 2.5726 2.5215 1.7561 0.03
H 3.8324 3.8037 1.9241 0.28
H 4.3075 2.3450 -0.0971 0.44
H 3.7467 1.0711 0.6669 0.15
H 9.0016 0.0722 2.5416 0.28
H 7.7654 -0.7144 3.4792 0.31
H 8.3575 1.0592 3.8642 0.26
O -0.1979 0.0065 3.8899 -0.63
C 0.2067 -0.8416 3.0884 0.66
O -0.4427 -1.9304 2.8122 -0.35
C 0.4379 -2.8705 2.1857 -0.34
C 1.5908 -1.9554 1.8480 -0.30
O 1.4282 -0.8308 2.5440 -0.12
H 0.5978 -3.6361 2.9449 0.31
H -0.0267 -3.2597 1.2798 0.21
H 1.6594 -1.7934 0.7723 0.30
H 2.4599 -2.4724 2.2548 0.32
O 1.3399 -1.6127 -4.9007 -0.62
C 0.2183 -2.0444 -4.6400 0.52
O -0.4117 -1.5581 -3.5877 -0.17
C -1.8012 -1.8152 -3.8234 -0.05
C -1.7697 -2.8213 -4.9063 -0.44
O -0.4418 -2.7601 -5.4173 -0.28
H -2.3166 -2.4168 -3.0746 0.16
H -2.4370 -1.0185 -4.2097 0.22
H -2.5248 -2.2418 -5.4375 0.31
H -2.1286 -3.7915 -4.5629 0.32
Cl -0.0124 7.7296 -0.4637 -0.18
C -0.4760 7.0993 1.2151 -0.42
C 0.6176 6.2498 1.8722 -0.56
Cl 1.0244 4.8774 0.7007 -0.14
H -1.3194 6.4107 1.1636 0.30
H -0.6883 7.9043 1.9187 0.35
H 0.4564 5.7093 2.8049 0.32
H 1.5160 6.8641 1.9335 0.35
Cl 1.6871 0.8806 -1.0281 -0.22
C -0.1129 0.5596 -0.7638 0.20
C -0.7470 1.8215 -0.1846 -0.50
Cl -0.8246 3.0767 -1.5306 -0.21
H -0.0954 -0.1814 0.0354 -0.21
H -0.5339 0.1178 -1.6669 0.21
H -0.4926 2.3893 0.7104 0.40
H -1.7907 1.5909 0.0289 0.27

(3)
108
Properties=species:S:1:pos:R:3:mulliken_charge:R:1 method="wB97M-V/def2-TZVPD" lumo_ha=-0.231 orbital_gap_ev=4.088
In -2.4064 -1.8400 -38.2569 2.11
C -3.8924 -4.1708 -34.6504 0.68
F -3.5418 -5.4190 -34.8934 -0.20
F -4.6792 -3.6966 -35.5925 -0.14
F -4.5187 -4.0810 -33.4872 -0.21
S -2.3467 -3.0792 -34.5297 0.67
O -2.8555 -1.7567 -34.3652 -0.44
O -1.5986 -3.6370 -33.4536 -0.52
N -1.6576 -3.2928 -36.1034 -0.28
S -0.4195 -4.3391 -36.1089 0.87
O -0.6654 -5.4885 -35.3042 -0.55
O -0.0254 -4.5867 -37.4611 -0.65
C 1.0066 -3.3769 -35.3413 0.70
F 0.6399 -2.1298 -35.0550 -0.21
F 1.4622 -3.9896 -34.2653 -0.21
F 2.0088 -3.2995 -36.2217 -0.23
C -0.8969 0.6578 -41.7749 0.78
F -1.9752 0.3776 -42.4737 -0.22
F -0.2511 -0.4784 -41.4556 -0.23
F -0.0590 1.3931 -42.4719 -0.22
S -1.2743 1.5562 -40.1763 0.91
O -0.0568 1.4705 -39.4320 -0.67
O -1.6211 2.8673 -40.6303 -0.55
N -2.5125 0.6905 -39.3809 -0.20
S -3.6084 1.7805 -38.9209 0.26
O -4.5055 1.0819 -38.0393 -0.28
O -2.9982 2.9410 -38.3602 -0.58
C -4.6784 2.2148 -40.5022 0.73
F -4.3889 1.3845 -41.4961 -0.20
F -5.9329 2.0268 -40.1359 -0.16
F -4.4946 3.4544 -40.8936 -0.22
N -4.7566 -2.7745 -39.4327 0.50
S -5.6541 -2.2110 -40.5867 -0.60
O -6.7749 -1.4219 -40.1771 -0.28
O -5.7332 -2.9119 -41.8243 -0.06
F -4.5843 -1.0463 -40.9223 -0.13
S -5.8078 -3.9787 -38.9512 0.41
O -6.0989 -4.9939 -39.8964 -0.58
O -6.7775 -3.6020 -37.9755 -0.31
F -4.7286 -4.6600 -37.9946 -0.20
C -8.2964 -0.8428 -34.9366 -0.78
C -8.3069 0.2828 -36.0009 -0.76
C -7.2684 -0.0591 -37.0555 -0.08
S -5.8815 -0.5933 -36.0801 1.02
O -5.3293 0.5169 -35.3464 -0.78
O -4.9861 -1.5038 -36.7773 -0.06
C -6.9129 -1.5052 -34.9733 -0.60
H -9.1143 -1.5481 -35.0541 0.30
H -8.4080 -0.3623 -33.9643 0.29
H -7.9261 1.2396 -35.6303 0.48
H -9.3283 0.5109 -36.3026 0.40
H -6.9238 0.7078 -37.7477 -0.08
H -7.5489 -0.9198 -37.6737 0.00
H -6.3806 -1.6722 -34.0404 0.65
H -6.9619 -2.4494 -35.5277 0.16
C -9.2144 1.0039 -39.8677 0.37
C -9.0240 2.4111 -39.3627 -0.07
O -10.3606 2.9303 -39.3465 -0.42
S -11.2597 2.2472 -40.5168 1.11
O -11.3190 3.1285 -41.6259 -0.55
O -12.4178 1.6984 -39.9159 -0.54
O -10.1759 1.0955 -40.9135 -0.31
H -9.6561 0.3100 -39.1426 0.17
H -8.3657 0.4864 -40.3133 -0.34
H -8.5359 2.9770 -40.1594 0.40
H -8.5436 2.4492 -38.3916 0.33
C -5.4003 -5.2657 -43.7559 0.11
C -4.8872 -4.6445 -45.0431 -0.09
O -5.8674 -5.0583 -45.9996 -0.33
S -6.3592 -6.5674 -45.6145 1.09
O -5.8152 -7.5576 -46.4670 -0.54
O -7.7623 -6.5242 -45.4019 -0.54
O -5.5908 -6.6080 -44.1926 -0.40
H -6.3718 -4.8174 -43.5469 0.27
H -4.6817 -5.1749 -42.9502 0.08
H -3.9212 -5.0338 -45.3833 0.33
H -4.7107 -3.5718 -45.0273 0.04
C -7.2674 -1.2837 -44.8402 -0.40
C -7.4890 -0.0768 -43.9495 -0.33
O -6.2675 0.0125 -43.2101 -0.20
S -5.0128 -0.3389 -44.1961 1.05
O -3.9744 -0.9985 -43.4931 -0.35
O -4.6862 0.7678 -45.0177 -0.59
O -5.8889 -1.4400 -45.0503 -0.32
H -7.7656 -1.2140 -45.8065 0.35
H -7.6873 -2.1475 -44.3179 0.22
H -8.3356 -0.1491 -43.2724 0.26
H -7.6254 0.8509 -44.5116 0.27
C -2.2120 -3.4932 -41.1523 0.41
C -1.4574 -4.4629 -40.2962 -1.02
O -2.1164 -4.5331 -39.0599 -0.38
O -2.2028 -2.1986 -40.4605 0.36
H -3.2569 -3.8136 -41.1854 -0.43
H -1.8247 -3.3949 -42.1656 0.51
H -0.4447 -4.1050 -40.0824 0.30
H -1.4159 -5.4167 -40.8246 0.60
H -1.9976 -5.4393 -38.7554 0.23
H -3.0611 -1.7836 -40.6641 -0.05
C -11.1992 -4.6168 -37.2608 -0.43
C -11.0381 -5.8536 -36.4108 -0.34
O -9.9582 -5.7239 -35.4948 -0.50
O -10.1520 -4.5385 -38.2333 -0.44
H -11.2040 -3.7179 -36.6272 0.25
H -12.1209 -4.4838 -37.8296 0.31
H -10.8972 -6.7405 -37.0246 0.28
H -11.9307 -6.0383 -35.7983 0.29
H -10.0681 -4.8892 -35.0302 0.28
H -9.4336 -4.0188 -37.8617 0.25

Quick rundown of M, same order as above: 700.01; 582.25; 1471.91 g mol⁻¹